8 unconnected molecules or ions with the total composition C38H71ClF5N7O16 at a distorted geometry, computed with ωB97M-V with the def2-TZVPD basis set.

Last column: Mulliken charge in e.
CARTESIAN COORDINATES (ANGSTROEM)
1 C 0.574 3.625 2.366  -0.56
2 C 2.197 3.871 2.440  -0.20
3 C 2.885 3.571 0.972  -0.47
4 C 4.525 3.320 1.179  -0.27
5 C 4.960 1.994 0.299  -0.24
6 C 6.608 1.936 0.143  -0.50
7 C 7.145 0.893 1.293  -0.69
8 C 6.904 -0.643 0.688  0.10
9 C 6.802 -1.632 1.999  -0.68
10 C 5.811 -2.923 1.794  -0.74
11 C 4.238 -2.538 1.481  0.42
12 C 3.521 -3.878 0.815  -0.61
13 C 2.026 -3.567 0.174  -0.50
14 C 0.816 -3.715 1.307  -0.22
15 C -0.669 -4.019 0.614  -0.44
16 C -1.473 -2.589 0.612  0.24
17 C -3.009 -2.666 0.031  -0.26
18 O -3.893 -1.591 0.509  0.12
19 C -4.189 -1.757 1.971  0.16
20 C -3.726 -0.301 2.651  -0.70
21 O -2.628 0.193 1.755  -0.03
22 C -1.626 0.947 2.525  -0.59
23 C -5.799 -2.042 2.073  -0.75
24 C -6.543 -1.396 3.382  0.22
25 C -6.290 -2.238 4.790  -0.75
26 Cl -8.396 -1.565 3.048  -0.23
27 C -3.003 -2.533 -1.637  0.93
28 F -4.031 -3.506 -2.160  -0.36
29 F -1.660 -2.806 -2.210  -0.29
30 C -3.503 -0.969 -1.953  0.13
31 C -2.352 0.203 -1.855  -0.19
32 C -2.825 1.774 -2.121  -0.50
33 C -4.389 2.156 -2.476  -0.39
34 C -5.573 0.989 -2.580  0.17
35 C -7.173 1.341 -2.889  0.74
36 F -7.440 2.809 -2.847  -0.24
37 F -7.707 0.660 -4.091  -0.23
38 F -7.923 0.765 -1.712  -0.25
39 C -5.083 -0.587 -2.312  -0.63
40 H 0.206 3.192 1.339  0.07
41 H 0.055 4.672 2.562  0.29
42 H 0.302 2.900 3.273  0.11
43 H 2.362 5.007 2.715  0.05
44 H 2.665 3.231 3.321  0.34
45 H 2.774 4.569 0.336  0.09
46 H 2.414 2.633 0.436  0.37
47 H 5.112 4.242 0.755  0.12
48 H 4.792 3.124 2.306  0.17
49 H 4.646 0.993 0.836  0.04
50 H 4.441 2.095 -0.762  0.21
51 H 7.027 3.042 0.295  0.33
52 H 6.847 1.500 -0.919  0.21
53 H 6.543 1.092 2.283  0.25
54 H 8.308 1.054 1.410  0.32
55 H 5.963 -0.702 -0.017  -0.19
56 H 7.838 -0.911 -0.003  0.33
57 H 7.896 -2.071 2.169  0.26
58 H 6.538 -1.053 3.001  0.27
59 H 6.284 -3.661 0.996  0.35
60 H 5.810 -3.514 2.827  0.23
61 H 3.704 -2.240 2.496  -0.13
62 H 4.140 -1.641 0.725  -0.06
63 H 3.461 -4.774 1.599  0.17
64 H 4.237 -4.206 -0.078  0.35
65 H 1.783 -4.364 -0.662  0.37
66 H 2.025 -2.462 -0.274  0.01
67 H 0.808 -2.667 1.879  0.07
68 H 1.099 -4.531 2.121  0.34
69 H -1.161 -4.859 1.271  0.25
70 H -0.464 -4.467 -0.448  0.24
71 H -1.441 -2.179 1.733  -0.06
72 H -0.813 -1.811 -0.008  -0.30
73 H -3.443 -3.720 0.306  0.26
74 H -3.573 -2.641 2.451  0.25
75 H -4.599 0.501 2.515  0.25
76 H -3.376 -0.411 3.766  0.21
77 H -0.779 1.260 1.744  -0.04
78 H -1.068 0.307 3.345  0.25
79 H -2.064 1.961 2.932  0.35
80 H -6.016 -3.210 2.031  0.21
81 H -6.316 -1.573 1.114  0.21
82 H -6.368 -0.250 3.544  0.28
83 H -7.339 -2.216 5.355  0.39
84 H -5.951 -3.339 4.550  0.08
85 H -5.468 -1.621 5.397  0.21
86 H -1.255 -0.127 -1.598  0.29
87 H -1.988 2.588 -2.017  0.29
88 H -4.671 3.298 -2.649  0.16
89 H -5.915 -1.435 -2.349  0.28
90 C -5.933 5.994 -3.893  -0.71
91 N -4.483 6.107 -4.209  0.83
92 O -3.956 5.157 -4.799  -0.48
93 O -3.916 7.147 -3.854  -0.53
94 H -6.300 5.033 -4.261  0.28
95 H -6.040 6.058 -2.809  0.29
96 H -6.445 6.819 -4.393  0.32
97 C 4.774 8.426 1.154  -0.82
98 N 4.384 6.997 1.013  0.80
99 O 3.646 6.523 1.884  -0.48
100 O 4.831 6.392 0.031  -0.48
101 H 4.312 8.830 2.057  0.33
102 H 5.863 8.465 1.228  0.30
103 H 4.416 8.954 0.268  0.29
104 C -0.537 1.417 -5.706  -0.79
105 N 0.241 2.020 -4.590  0.84
106 O 1.383 2.418 -4.846  -0.49
107 O -0.318 2.077 -3.488  -0.48
108 H 0.075 1.432 -6.611  0.29
109 H -0.780 0.391 -5.422  0.28
110 H -1.439 2.016 -5.841  0.30
111 C 4.134 0.118 -4.688  -0.79
112 N 4.517 -0.246 -3.297  0.87
113 O 3.601 -0.432 -2.488  -0.40
114 O 5.727 -0.333 -3.058  -0.54
115 H 3.044 0.159 -4.755  0.20
116 H 4.570 1.094 -4.906  0.35
117 H 4.532 -0.653 -5.352  0.28
118 C -8.037 -6.612 3.611  -0.72
119 N -7.259 -6.009 4.727  0.84
120 O -6.117 -5.611 4.470  -0.52
121 O -7.818 -5.951 5.828  -0.50
122 H -7.425 -6.597 2.706  0.31
123 H -8.280 -7.638 3.895  0.29
124 H -8.939 -6.012 3.476  0.29
125 C 4.015 -1.037 -8.703  -0.74
126 N 3.434 0.094 -7.930  0.79
127 O 2.436 -0.146 -7.240  -0.43
128 O 3.996 1.190 -8.038  -0.49
129 H 3.423 -1.935 -8.514  0.30
130 H 3.979 -0.766 -9.760  0.30
131 H 5.043 -1.174 -8.362  0.30
132 C 0.724 -3.247 5.201  -0.62
133 N 2.174 -3.133 4.886  0.85
134 O 2.701 -4.083 4.295  -0.45
135 O 2.742 -2.094 5.240  -0.53
136 H 0.357 -4.208 4.833  0.30
137 H 0.617 -3.182 6.285  0.31
138 H 0.212 -2.422 4.701  0.14

## Properties
E ... -4035.70882 a.u.
HOMO ... -8.7554 eV
SMILES ... CCCCCCCCCCCCCCCC[C@@H](O[C@@H](COC)C[C@H](C)Cl)C(F)(F)c1cccc(C(F)(F)F)c1.C[N+](=O)[O-].C[N+](=O)[O-].C[N+](=O)[O-].C[N+](=O)[O-].C[N+](=O)[O-].C[N+](=O)[O-].C[N+](=O)[O-]
F_max ... 4.997 eV Å⁻¹
Multiplicity ... 1